Entry 1:
Entry from OMol25: an isolated ion of composition C4H6NO and charge -1 at a distorted geometry (ωB97M-V/def2-TZVPD).

Structure (XYZ):
```
12
Properties=species:S:1:pos:R:3:forces:R:3:mulliken_charge:R:1
H -1.083 -0.223 1.971 0.5 0.8 0.6 0.27
H -1.722 -0.897 0.539 1.1 0.1 -0.6 0.21
C 1.490 -1.240 0.360 0.6 2.6 -2.3 -0.66
C 0.526 -0.349 0.419 -1.7 -0.1 0.5 0.07
O -1.487 1.849 -1.750 -0.1 -0.4 0.0 -0.79
H 2.231 -0.968 -0.389 0.7 -0.5 0.4 0.27
H 1.244 -2.205 0.600 0.0 -2.3 0.9 0.37
C -0.095 0.894 -0.024 -1.0 -0.2 0.6 -0.27
H -0.049 1.732 0.629 0.2 0.7 0.7 0.39
H 0.114 0.475 -1.913 -1.2 0.6 -0.3 0.22
C -0.852 -0.324 0.926 -1.0 0.0 -0.9 -0.83
N -0.317 1.257 -1.369 1.9 -1.3 0.5 -0.23
```
Positions in Å, forces in eV/Å.

SMILES	C=C1C[C@@H]1N[O-]
spin multiplicity	1
net charge	-1
HOMO energy	-1.244	eV



Entry 2:
Entry from OMol25: one molecule with the formula C7H14 (ωB97M-V/def2-TZVPD).

Structure (XYZ):
```
21
Properties=species:S:1:pos:R:3:forces:R:3:mulliken_charge:R:1
H -1.462 -1.487 -2.031 0.1 0.1 0.1 0.40
H 0.867 1.283 -1.320 0.0 -0.1 0.1 0.39
H 0.923 -0.740 2.038 0.0 -0.1 -0.2 0.30
C 0.543 0.830 -0.382 0.0 0.1 -0.1 0.00
H 1.409 -1.110 -0.995 0.0 0.2 0.1 0.33
H 2.506 -0.684 1.263 -0.2 -0.1 0.0 0.33
H -2.293 -1.160 0.297 0.1 0.1 0.0 0.44
C 1.486 -1.080 1.164 -0.1 0.0 0.1 -1.54
C 0.913 -0.619 -0.160 0.1 -0.1 -0.1 -0.15
H -1.355 -0.287 1.512 0.0 0.0 -0.2 0.28
C -1.672 -0.273 0.465 0.0 0.0 0.1 -1.60
H 1.459 2.307 0.917 -0.1 -0.1 0.0 0.38
H 1.556 -2.171 1.214 -0.1 0.1 0.0 0.40
H -0.263 2.575 0.597 0.1 -0.1 0.0 0.36
H -2.316 0.607 0.325 0.1 -0.1 0.0 0.31
H 0.241 1.315 1.719 0.0 0.1 -0.1 0.30
C -0.514 -0.237 -0.513 -0.1 0.0 0.0 1.44
H -0.038 -0.596 -2.593 -0.1 0.0 0.1 0.35
C -0.921 -0.537 -1.946 0.0 0.0 0.0 -1.55
H -1.565 0.258 -2.343 0.0 -0.1 0.1 0.33
C 0.496 1.805 0.775 0.0 0.0 0.1 -1.51
```
Positions in Å, forces in eV/Å.

SMILES	C[C@@H]1[C@H](C)C1(C)C
spin multiplicity	1
net charge	0
HOMO energy	-9.461	eV



Entry 3:
Entry from OMol25: C29H39N3PdSSi2 as an isolated structure at a distorted geometry (ωB97M-V/def2-TZVPD).

Structure (XYZ):
```
75
Properties=species:S:1:pos:R:3:forces:R:3:mulliken_spin:R:1
C -3.603 0.673 -1.400 0.1 -0.2 -0.7 0.00
C -2.391 1.364 -1.400 0.3 -0.4 -0.2 0.00
C 3.575 -0.002 -1.340 -0.6 0.0 -1.2 -0.04
H -0.040 -4.980 0.158 0.0 -0.1 0.0 0.00
H -3.249 -1.288 4.573 0.1 0.0 -0.1 0.00
H 2.639 3.009 -0.509 0.0 0.0 -0.1 0.00
C -3.536 1.256 3.516 0.1 0.0 0.2 -0.01
C -0.415 3.918 0.132 -0.1 0.2 0.1 0.01
N 0.069 1.384 -1.400 -1.8 1.2 0.1 0.14
C 2.170 3.443 -1.397 -0.3 0.0 0.0 0.01
C -1.122 -0.727 -1.400 -1.3 -0.7 -0.4 0.00
C -0.693 -0.002 1.647 -0.4 0.0 0.4 0.07
C -3.004 -0.002 2.798 -0.5 0.0 -0.1 0.00
H -3.300 -0.890 0.806 0.0 0.4 0.4 0.00
H -0.139 4.977 0.164 0.0 0.1 0.0 0.00
C -2.378 -1.383 -1.400 0.3 0.4 -0.2 0.00
H -1.144 -0.002 0.661 -0.1 0.0 0.5 0.05
C 2.821 -0.002 0.979 3.6 0.0 -1.1 0.38
C -1.126 0.723 -1.400 -1.2 0.5 -0.4 0.01
C 4.549 -0.002 -2.337 -0.7 0.0 0.7 0.01
C -0.337 -3.930 -2.925 -0.1 -0.3 -0.1 0.01
Si 0.311 3.105 -1.398 0.4 -1.5 0.1 0.01
H 2.460 -4.448 -1.396 0.0 -0.1 0.0 0.00
C -3.597 -0.705 -1.400 0.1 0.2 -0.7 0.00
N 1.561 -0.002 0.599 -1.7 0.0 2.1 0.12
H 7.319 -0.002 -0.373 -0.1 0.0 0.0 0.00
C 0.626 -0.002 4.128 -0.2 0.0 -0.9 -0.02
N 0.069 -1.389 -1.400 -1.5 -1.0 0.1 0.14
H 6.659 -0.002 -2.765 0.1 0.0 0.0 0.03
C -3.536 -1.261 3.516 0.1 0.0 0.2 -0.01
H 0.034 -3.446 1.038 0.0 0.0 -0.1 0.00
H -4.631 -1.304 3.479 0.0 0.1 -0.1 0.00
C 1.354 -0.002 2.931 -0.5 0.0 1.3 0.04
H 2.695 -2.931 -2.285 0.0 0.1 0.1 0.00
C 5.287 -0.002 0.354 0.9 0.0 0.2 0.22
S 3.057 -0.002 2.682 1.1 0.0 1.2 0.09
H -0.029 3.445 -3.835 0.0 0.0 0.1 0.00
C -0.338 -3.928 0.129 -0.1 -0.2 0.1 0.01
C 3.926 -0.002 0.016 -0.6 0.0 1.4 -0.14
C 0.719 -0.002 1.694 -0.7 0.0 -1.4 -0.04
H -0.138 4.979 -2.958 0.0 0.1 0.0 0.00
H -3.249 1.283 4.573 0.1 0.0 -0.1 0.00
H 1.501 -0.002 -3.091 0.3 0.0 1.6 -0.03
H -4.522 -1.265 -1.400 -0.1 -0.1 0.0 0.00
C -1.464 -0.002 2.825 0.7 0.0 -0.8 -0.09
H -4.701 -0.002 1.406 0.1 0.0 0.2 0.00
H -3.151 2.170 3.047 0.0 -0.2 0.0 0.00
H -3.151 -2.175 3.047 0.0 0.2 0.0 0.00
H -1.429 -3.891 -2.941 0.0 0.0 0.0 0.00
C 5.897 -0.002 -1.990 0.8 0.0 0.1 0.16
H -1.506 3.857 0.149 0.0 0.0 0.0 0.00
C 2.236 -3.377 -1.397 -0.3 0.0 0.0 0.01
H -2.425 -2.464 -1.400 0.2 -0.1 0.0 0.00
H -3.300 0.885 0.806 0.0 -0.4 0.4 0.00
H 2.694 -2.930 -0.510 0.0 0.0 -0.1 0.00
H -2.454 2.444 -1.400 0.2 0.1 0.0 0.00
Si 0.372 -3.094 -1.398 0.2 1.4 0.1 0.01
Pd 1.501 -0.002 -1.400 2.9 0.0 -4.0 0.74
C 6.266 -0.002 -0.646 -0.4 0.0 0.0 -0.09
H -4.534 1.224 -1.400 -0.1 0.1 0.0 0.00
H -4.631 1.299 3.479 0.0 -0.1 -0.1 0.00
H 2.361 4.520 -1.396 0.0 0.1 0.0 0.00
H -1.328 -0.002 4.989 0.0 0.0 -0.1 0.02
H -1.430 -3.889 0.143 0.0 0.0 0.0 0.00
C -3.604 -0.002 1.373 0.6 0.0 0.8 0.01
H -0.039 -4.982 -2.952 0.0 -0.1 0.0 0.00
H 4.246 -0.002 -3.380 0.0 0.0 0.1 0.00
C -0.414 3.920 -2.928 -0.1 0.3 -0.1 0.01
H 0.036 -3.449 -3.834 0.0 0.0 0.1 0.00
H 5.612 -0.002 1.391 -0.1 0.0 0.1 0.04
H 1.128 -0.002 5.090 0.0 0.0 -0.1 -0.01
C -0.775 -0.002 4.050 0.1 0.0 0.5 0.12
H -0.032 3.441 1.039 0.0 0.0 -0.1 0.00
H 2.640 3.010 -2.285 0.0 -0.1 0.1 0.00
H -1.505 3.860 -2.946 0.0 0.0 0.0 0.00
```
Positions in Å, forces in eV/Å.

<S²>	2.0238
spin multiplicity	3
net charge	-2
HOMO energy (alpha / beta)	1.399 / -0.286	eV



Summary of energy above the lowest of the compared OMol25 structures with the same formula, charge and spin in kJ/mol
239.8; 75.8; 0.0
(order as listed above)